Entry 1:
{
  "formula": "C25H48P2V",
  "method": "the ωB97M-V functional and the def2-TZVPD basis",
  "orbital_gap_ev": [7.23, 8.03],
  "mol_weight_g_mol": 461.55,
  "charge": 2,
  "spin_multiplicity": 2,
  "lumo_energy_ev": [-7.482, -6.758],
  "s2": 1.058,
  "symbols": ["V", "C", "C", "C", "C", "C", "C", "H", "H", "H", "C", "H", "H", "H", "C", "H", "H", "H", "C", "H", "H", "H", "C", "H", "H", "H", "C", "C", "C", "C", "C", "C", "C", "C", "H", "H", "H", "H", "H", "H", "H", "H", "H", "H", "H", "H", "P", "C", "H", "H", "H", "C", "H", "H", "H", "C", "H", "H", "H", "P", "C", "H", "H", "H", "C", "H", "H", "H", "C", "H", "H", "H", "C", "H", "H", "H"],
  "coordinates": [[-0.44042, 0.09708, -0.30191], [-1.81343, 1.64538, 0.07192], [-2.33756, 0.75477, -0.92470], [-1.99780, -0.46973, 1.00538], [-1.68019, 0.89542, 1.27449], [-2.41565, -0.57002, -0.35796], [-1.72332, 3.14623, -0.05299], [-1.35822, 3.44188, -1.04654], [-1.05506, 3.58754, 0.70369], [-2.71730, 3.60701, 0.08520], [-1.69846, 1.53142, 2.63545], [-1.78760, 2.61848, 2.55629], [-0.82351, 1.30742, 3.24554], [-2.57869, 1.19456, 3.20350], [-2.20469, -1.55752, 2.01815], [-3.27214, -1.79110, 2.12024], [-1.85495, -1.24509, 3.00922], [-1.69704, -2.48372, 1.74245], [-2.91296, -1.79196, -1.04635], [-3.97078, -1.69293, -1.34372], [-2.81715, -2.67500, -0.40041], [-2.32675, -1.98111, -1.95554], [-2.85233, 1.16744, -2.24664], [-3.88820, 1.55122, -2.16425], [-2.84007, 0.30396, -2.92024], [-2.22238, 1.95658, -2.67642], [1.53480, 0.42638, -2.62304], [0.40903, 1.17883, -2.81364], [-0.11592, 1.41205, -4.21691], [-1.04126, 0.29220, -4.73635], [-0.99151, -0.94770, -3.88986], [0.11932, -1.69330, -3.78881], [1.41217, -1.36368, -4.48195], [2.24565, -0.25070, -3.77706], [0.71338, 1.51802, -4.92398], [-0.76253, 0.05220, -5.77196], [-0.65317, 2.36586, -4.26836], [2.51279, 0.48318, -4.54749], [2.20882, 0.57443, -1.75797], [0.12588, 1.98392, -2.11026], [3.20269, -0.69034, -3.44983], [2.02129, -2.27985, -4.57033], [0.05288, -2.75333, -3.53228], [1.22566, -1.04620, -5.52066], [-2.07299, 0.67065, -4.79816], [-1.96474, -1.40437, -3.69877], [1.74698, 1.93440, 0.45147], [1.60670, 2.81234, 2.05177], [2.53836, 3.35026, 2.27468], [1.40322, 2.10199, 2.85919], [0.77767, 3.52956, 2.02302], [3.45508, 1.22760, 0.50104], [4.14210, 1.93226, 0.99064], [3.80900, 1.02426, -0.51701], [3.47959, 0.27879, 1.04793], [1.98553, 3.33084, -0.70818], [2.14024, 2.94066, -1.71764], [2.84476, 3.94587, -0.41788], [1.08841, 3.95458, -0.73441], [0.87191, -2.65738, -0.21596], [-0.09718, -3.89886, -1.13817], [0.55788, -4.70512, -1.49108], [-0.59575, -3.43134, -1.99098], [-0.88254, -4.31304, -0.49549], [2.36455, -2.39471, -1.24497], [2.07941, -2.08379, -2.25518], [2.96453, -3.31271, -1.30432], [2.97618, -1.58604, -0.82164], [1.53356, -3.66959, 1.17064], [1.85208, -4.64765, 0.78588], [0.76376, -3.82707, 1.93530], [2.38745, -3.17772, 1.65249], [0.72560, -0.40392, 1.65614], [0.24876, 0.05910, 2.52101], [1.79974, -0.25833, 1.78997], [0.53454, -1.48370, 1.78663]],
  "lowdin_spin": [1.52, 0.00, -0.01, 0.00, -0.02, -0.01, 0.00, 0.00, 0.00, 0.00, 0.00, 0.00, 0.00, 0.00, 0.00, 0.00, 0.00, 0.00, 0.00, 0.00, 0.00, 0.00, 0.00, 0.00, 0.00, 0.00, 0.00, 0.00, 0.00, 0.00, 0.00, 0.00, 0.00, 0.00, 0.00, 0.00, 0.00, 0.00, 0.00, 0.00, 0.00, 0.00, 0.00, 0.00, 0.00, 0.00, -0.08, -0.01, 0.00, 0.00, 0.00, 0.00, 0.00, 0.00, 0.00, -0.02, 0.00, 0.00, 0.00, -0.04, -0.01, 0.00, 0.00, 0.00, 0.00, 0.00, 0.00, 0.00, -0.01, 0.00, 0.00, 0.00, -0.27, -0.01, -0.01, -0.01]
}



Entry 2:
{
  "formula": "C25H49Br4O16PS",
  "method": "the ωB97M-V functional and the def2-TZVPD basis",
  "orbital_gap_ev": 9.45,
  "mol_weight_g_mol": 988.31,
  "spin_multiplicity": 1,
  "lumo_energy_ev": 0.410,
  "symbols": ["C", "C", "S", "C", "O", "P", "O", "O", "C", "Br", "C", "C", "Br", "O", "C", "Br", "C", "C", "Br", "H", "H", "H", "H", "H", "H", "H", "H", "H", "H", "H", "H", "H", "H", "H", "H", "H", "C", "C", "O", "C", "O", "O", "C", "H", "H", "H", "H", "H", "H", "H", "H", "C", "C", "O", "C", "O", "O", "C", "H", "H", "H", "H", "H", "H", "H", "H", "C", "C", "O", "C", "O", "O", "C", "H", "H", "H", "H", "H", "H", "H", "H", "C", "C", "O", "C", "O", "O", "C", "H", "H", "H", "H", "H", "H", "H", "H"],
  "coordinates": [[5.41909, 0.04472, 2.88489], [4.24898, 0.88080, 2.41700], [3.44719, 0.21311, 0.93216], [2.23782, -0.90970, 1.66772], [0.93683, -0.72288, 1.07467], [-0.02386, 0.23214, 1.86669], [0.54072, 0.97113, 2.97312], [-0.64283, 1.15708, 0.73920], [-1.16250, 2.38537, 1.22096], [-1.46488, 3.45630, -0.40533], [-2.46971, 2.21483, 2.05475], [-2.37586, 2.90701, 3.40772], [-4.02386, 2.90832, 1.10171], [-1.29504, -0.68182, 2.26920], [-1.05350, -1.99553, 2.71658], [-0.06941, -2.02526, 4.42119], [-2.44315, -2.60300, 2.91971], [-3.23412, -1.89272, 4.01161], [-2.20106, -4.48270, 3.42209], [5.11184, -0.93905, 3.22002], [5.86774, 0.54303, 3.74097], [6.18609, -0.05948, 2.12712], [3.49374, 0.92642, 3.19101], [4.58558, 1.88894, 2.21445], [2.54077, -1.91263, 1.40559], [2.24085, -0.84482, 2.74600], [-0.43835, 2.96832, 1.76056], [-2.72362, 1.18371, 2.23132], [-1.35025, 2.95972, 3.75699], [-2.97749, 2.34374, 4.10622], [-2.75971, 3.91722, 3.36731], [-0.51873, -2.58400, 1.98522], [-2.97340, -2.61612, 1.97957], [-2.85250, -0.89735, 4.20536], [-3.15801, -2.44060, 4.93672], [-4.27350, -1.79826, 3.73025], [-9.65491, -1.41930, -1.98048], [-8.26274, -1.61485, -2.54263], [-7.64901, -0.37060, -2.90889], [-7.20091, 0.36997, -1.89350], [-7.24623, 0.07623, -0.72636], [-6.68928, 1.49217, -2.39745], [-6.23632, 2.42674, -1.41159], [-10.27225, -0.85722, -2.68235], [-10.12520, -2.38399, -1.79025], [-9.62693, -0.86134, -1.04625], [-8.31276, -2.19245, -3.46359], [-7.62060, -2.15509, -1.84725], [-5.52717, 1.96917, -0.72270], [-7.08485, 2.83059, -0.85959], [-5.74397, 3.23340, -1.94785], [4.58421, -4.30832, -2.47090], [4.53385, -2.81983, -2.20141], [5.58897, -2.39263, -1.32770], [6.79602, -2.31534, -1.88132], [7.07103, -2.55101, -3.03050], [7.65945, -1.93061, -0.93810], [9.02038, -1.88255, -1.37317], [4.57688, -4.86740, -1.53401], [3.72880, -4.61578, -3.07215], [5.49102, -4.58151, -3.00729], [3.60961, -2.56780, -1.68436], [4.56246, -2.24186, -3.12511], [9.12635, -1.25901, -2.25769], [9.38682, -2.88733, -1.57689], [9.59206, -1.45028, -0.55724], [1.70398, -7.02130, -7.76752], [3.09629, -7.27225, -8.30671], [3.82641, -6.05222, -8.50441], [4.29391, -5.47620, -7.39680], [4.17755, -5.89594, -6.27360], [4.91728, -4.35149, -7.74833], [5.40858, -3.58567, -6.64422], [1.16447, -6.32986, -8.41599], [1.14747, -7.95644, -7.70724], [1.74090, -6.57971, -6.77325], [3.03511, -7.73278, -9.29070], [3.66269, -7.94339, -7.66152], [6.05061, -4.18418, -6.00287], [4.57636, -3.18168, -6.06967], [5.98639, -2.76523, -7.05834], [-0.35845, 9.05080, 6.35047], [-0.38767, 8.30498, 5.03336], [-1.50905, 7.41221, 4.94348], [-2.68714, 7.99143, 4.71118], [-2.88383, 9.16811, 4.55367], [-3.61689, 7.03396, 4.68549], [-4.95149, 7.52686, 4.53156], [-0.38199, 8.34893, 7.18510], [0.54545, 9.65530, 6.42250], [-1.21970, 9.70910, 6.44918], [0.49200, 7.67029, 4.94699], [-0.38813, 8.98766, 4.18406], [-5.03485, 8.16534, 3.65550], [-5.25456, 8.07110, 5.42439], [-5.59839, 6.66416, 4.40245]],
  "lowdin_charge": [-0.16, -0.54, 0.91, -0.51, -0.21, 0.36, -0.20, -0.20, -0.72, 0.69, -0.71, -0.12, 0.74, -0.21, -0.75, 0.77, -0.74, -0.16, 0.69, 0.07, 0.07, 0.07, 0.06, 0.07, 0.08, 0.05, 0.08, 0.06, 0.08, 0.08, 0.06, 0.09, 0.09, 0.06, 0.05, 0.08, -0.07, -0.21, 0.04, -0.61, 0.12, 0.01, -0.08, 0.08, 0.08, 0.07, 0.12, 0.12, -0.01, 0.10, 0.10, -0.06, -0.21, 0.03, -0.61, 0.12, 0.00, -0.04, 0.08, 0.08, 0.07, 0.12, 0.12, 0.09, 0.10, 0.09, -0.07, -0.21, 0.04, -0.61, 0.12, 0.01, -0.03, 0.08, 0.08, 0.07, 0.12, 0.12, 0.09, 0.10, 0.09, -0.07, -0.21, 0.03, -0.61, 0.12, 0.00, -0.04, 0.08, 0.08, 0.07, 0.12, 0.12, 0.10, 0.10, 0.09]
}



Entry 3:
{
  "formula": "C25H49F8N5O19PS2",
  "method": "the ωB97M-V functional and the def2-TZVPD basis",
  "orbital_gap_ev": 9.09,
  "mol_weight_g_mol": 970.78,
  "relative_energy_kj_mol": 12.9,
  "charge": -1,
  "spin_multiplicity": 1,
  "lumo_energy_ev": 1.637,
  "symbols": ["P", "F", "F", "F", "F", "F", "F", "C", "C", "O", "N", "C", "H", "H", "H", "H", "H", "H", "H", "C", "C", "O", "N", "C", "H", "H", "H", "H", "H", "H", "H", "C", "C", "O", "N", "C", "H", "H", "H", "H", "H", "H", "H", "C", "C", "O", "N", "C", "H", "H", "H", "H", "H", "H", "H", "C", "C", "O", "N", "C", "H", "H", "H", "H", "H", "H", "H", "C", "C", "O", "C", "O", "O", "F", "H", "H", "H", "C", "C", "O", "C", "O", "O", "F", "H", "H", "H", "C", "C", "O", "S", "O", "O", "O", "H", "H", "H", "H", "C", "C", "O", "S", "O", "O", "O", "H", "H", "H", "H"],
  "coordinates": [[-0.01162, -0.06515, -0.03654], [-0.93503, -1.25860, 0.61079], [-1.24554, 0.37360, -0.99154], [-0.56672, 0.97716, 1.04642], [1.05912, 0.86150, -0.76537], [1.14259, -0.47811, 1.09228], [0.39312, -1.21887, -1.11702], [4.08314, 0.75295, 1.17553], [4.79642, -0.59108, 0.93867], [6.01757, -0.60310, 0.88070], [3.99677, -1.65276, 0.72175], [4.44923, -2.96957, 0.32682], [4.35432, 0.85822, 2.22936], [3.01923, 0.70437, 0.97107], [4.54332, 1.56526, 0.61923], [3.01222, -1.47937, 0.85773], [4.68743, -3.54901, 1.22353], [5.28081, -2.95268, -0.37035], [3.57391, -3.45317, -0.11009], [-1.63977, -0.20147, 7.07833], [-1.33753, -0.88616, 5.74426], [-2.19162, -1.28151, 4.97455], [-0.02012, -0.98807, 5.47214], [0.53711, -1.62394, 4.28551], [-1.74597, 0.87230, 6.93462], [-0.82281, -0.41298, 7.77048], [-2.53388, -0.60056, 7.55066], [0.67227, -0.43706, 5.94590], [0.15393, -1.41340, 3.29101], [0.55292, -2.70961, 4.43518], [1.61431, -1.44219, 4.31174], [2.22050, 5.81297, -4.71161], [1.06858, 5.01379, -4.18230], [-0.09610, 5.37367, -4.25418], [1.42114, 3.79067, -3.70904], [0.45656, 2.81300, -3.20113], [1.99270, 6.17437, -5.71425], [3.10262, 5.19510, -4.88185], [2.41285, 6.63659, -4.02470], [2.37495, 3.65355, -3.42693], [-0.52387, 2.95374, -3.63277], [0.45507, 2.79440, -2.11055], [0.85450, 1.82852, -3.45074], [-4.46924, -1.89163, -1.09547], [-4.63967, -2.54317, 0.25760], [-5.67657, -3.07234, 0.62220], [-3.50915, -2.50576, 1.00778], [-3.42123, -3.04073, 2.35320], [-3.53826, -1.34373, -1.22381], [-5.30410, -1.19584, -1.19797], [-4.51422, -2.69976, -1.82655], [-2.81395, -1.84463, 0.70815], [-2.53486, -2.64002, 2.83845], [-3.30369, -4.12942, 2.36837], [-4.34535, -2.87757, 2.90658], [1.12980, 2.02706, 4.15178], [1.51310, 3.20846, 3.28110], [1.86172, 4.28679, 3.74186], [1.24608, 3.00666, 1.97472], [1.44103, 4.04678, 0.97709], [1.87620, 1.23649, 4.20777], [0.19969, 1.66626, 3.70444], [0.86335, 2.33529, 5.16117], [0.71022, 2.20343, 1.68528], [0.68042, 3.95136, 0.20413], [2.41850, 3.97500, 0.49424], [1.37158, 5.01272, 1.47260], [-0.37651, -4.25573, 0.00128], [-0.57834, -5.76809, 0.10135], [-1.18718, -6.15287, -1.09961], [-1.74213, -5.01123, -1.64594], [-2.56652, -5.00873, -2.48245], [-1.17412, -3.91670, -1.09883], [-1.42862, -5.99661, 1.16658], [0.68587, -3.99936, -0.06668], [-0.61284, -3.81528, 0.96979], [0.31337, -6.36681, 0.27749], [3.85877, 0.32947, -2.46884], [5.38615, 0.29694, -2.67312], [5.54254, 0.59337, -4.04262], [4.39552, 0.36389, -4.67764], [4.30247, 0.20442, -5.84679], [3.36859, 0.18961, -3.80811], [5.94984, -0.90363, -2.40056], [3.63633, 1.31894, -2.06762], [3.51957, -0.45933, -1.80282], [5.79513, 1.05902, -2.00635], [-1.62308, -1.72510, -4.01368], [-0.50538, -0.63083, -4.19630], [-1.20986, 0.57954, -4.42903], [-2.54805, 0.20551, -5.27208], [-2.16766, -0.26391, -6.56253], [-3.53672, 1.21317, -5.07260], [-2.83359, -1.08792, -4.30405], [-1.62413, -2.13645, -3.00511], [-1.36995, -2.54981, -4.68589], [0.08156, -0.85040, -5.08777], [0.09124, -0.57426, -3.29156], [-3.75342, 1.54640, 0.66150], [-3.75221, 1.20748, 2.13557], [-5.01829, 1.58891, 2.62560], [-5.47788, 2.95723, 1.81461], [-4.68384, 4.04631, 2.29571], [-6.90270, 3.06066, 1.73880], [-4.83996, 2.41908, 0.41584], [-3.95206, 0.67233, 0.03828], [-2.80487, 1.94750, 0.30656], [-2.89926, 1.62784, 2.67754], [-3.62772, 0.13642, 2.31003]],
  "lowdin_charge": [0.23, -0.18, -0.13, -0.14, -0.13, -0.19, -0.17, 0.00, -0.57, 0.03, 0.01, -0.06, 0.09, 0.04, 0.08, 0.10, 0.08, 0.08, 0.07, 0.00, -0.55, 0.05, 0.00, -0.08, 0.08, 0.07, 0.08, 0.12, 0.06, 0.08, 0.08, -0.01, -0.57, 0.04, 0.01, -0.05, 0.08, 0.07, 0.08, 0.12, 0.09, 0.06, 0.06, 0.00, -0.56, 0.04, 0.01, -0.07, 0.06, 0.09, 0.09, 0.08, 0.06, 0.08, 0.09, 0.00, -0.55, 0.03, 0.01, -0.06, 0.07, 0.07, 0.08, 0.07, 0.08, 0.08, 0.08, -0.09, -0.29, 0.13, -0.53, 0.20, 0.07, 0.04, 0.13, 0.13, 0.16, -0.05, -0.30, 0.15, -0.57, 0.18, 0.07, 0.08, 0.13, 0.13, 0.16, -0.18, -0.16, -0.22, 0.66, -0.22, -0.21, -0.19, 0.10, 0.13, 0.13, 0.10, -0.18, -0.20, -0.18, 0.68, -0.23, -0.22, -0.18, 0.11, 0.12, 0.12, 0.12]
}



no.,E (eV)
1,-70950.962
2,-359777.066
3,-125782.420